Record 1
163
Properties=species:S:1:pos:R:3 method="wB97M-V/def2-TZVPD" orbital_gap_ha=0.327 smiles="CCCCCCCCCCCCCCCC[C@H]1[C@@](OCC)([PH2]=N)[C@@H](P(C)O)S(=O)(=O)O[C@]1(F)P(=O)(O)O.c1ccncc1.c1ccncc1.c1ccncc1.c1ccncc1.c1ccncc1.c1ccncc1.c1ccncc1" spin_multiplicity=1 energy_ev=-131228.900 e_homo_ev=-8.664
C -4.484 -6.059 -6.615
C -3.930 -4.643 -6.385
C -4.899 -3.716 -5.637
C -4.706 -2.232 -5.955
C -3.512 -1.595 -5.235
C -3.712 -1.409 -3.733
C -4.769 -0.346 -3.410
C -4.574 0.342 -2.057
C -4.514 -0.611 -0.861
C -3.937 0.028 0.415
C -2.882 -0.834 1.105
C -2.337 -0.169 2.372
C -1.237 0.870 2.103
C 0.100 0.534 2.759
C 1.170 1.575 2.443
C 2.573 1.168 2.898
C 3.144 -0.049 2.150
C 3.381 0.167 0.622
O 2.107 -0.073 0.057
C 1.844 0.382 -1.279
C 0.565 -0.295 -1.755
P 3.972 1.921 0.202
N 2.887 3.041 0.176
C 4.383 -0.890 0.021
P 6.206 -0.308 -0.188
C 6.440 -0.813 -1.948
O 7.096 -1.404 0.630
S 4.278 -2.390 0.935
O 2.929 -2.807 1.136
O 5.236 -3.333 0.466
O 4.825 -1.865 2.353
C 4.379 -0.598 2.859
F 5.437 0.290 2.700
P 4.213 -0.895 4.696
O 4.492 0.281 5.502
O 5.217 -2.103 4.968
O 2.740 -1.477 4.885
H -4.746 -6.223 -7.661
H -5.388 -6.227 -6.026
H -3.768 -6.833 -6.338
H -2.997 -4.718 -5.822
H -3.673 -4.183 -7.343
H -4.778 -3.881 -4.562
H -5.926 -4.009 -5.875
H -4.560 -2.125 -7.035
H -5.616 -1.684 -5.694
H -2.630 -2.220 -5.417
H -3.310 -0.619 -5.686
H -3.971 -2.362 -3.264
H -2.758 -1.106 -3.287
H -5.768 -0.791 -3.434
H -4.741 0.407 -4.204
H -3.681 0.976 -2.083
H -5.419 1.022 -1.903
H -5.532 -0.952 -0.647
H -3.944 -1.509 -1.116
H -3.526 1.019 0.194
H -4.745 0.176 1.137
H -2.063 -1.042 0.406
H -3.343 -1.789 1.370
H -3.169 0.349 2.857
H -1.980 -0.928 3.075
H -1.061 0.957 1.022
H -1.571 1.857 2.433
H 0.410 -0.458 2.413
H -0.038 0.484 3.846
H 0.919 2.503 2.967
H 1.156 1.816 1.382
H 3.264 2.013 2.853
H 2.504 0.913 3.958
H 2.387 -0.831 2.192
H 1.746 1.469 -1.263
H 2.690 0.123 -1.931
H 0.731 -0.915 -2.635
H 0.196 -0.944 -0.960
H -0.216 0.433 -1.972
H 4.504 1.635 -1.074
H 5.082 2.107 1.031
H 3.062 3.781 0.844
H 4.002 -1.200 -0.955
H 6.888 0.017 -2.493
H 5.505 -1.097 -2.425
H 7.107 -1.675 -2.014
H 7.149 -2.277 0.218
H 5.035 -2.888 4.434
H 2.622 -2.424 4.735
C -3.538 4.267 -7.871
C -2.772 3.924 -6.768
C -2.843 2.621 -6.297
N -3.602 1.678 -6.850
C -4.329 2.019 -7.911
C -4.333 3.295 -8.456
H -3.514 5.274 -8.269
H -2.130 4.646 -6.282
H -2.255 2.311 -5.439
H -4.939 1.233 -8.343
H -4.946 3.516 -9.319
C 0.628 0.928 -8.925
C 0.262 1.404 -7.676
C 0.768 0.769 -6.552
N 1.590 -0.277 -6.603
C 1.931 -0.726 -7.809
C 1.482 -0.161 -8.995
H 0.250 1.395 -9.825
H -0.412 2.243 -7.579
H 0.499 1.113 -5.559
H 2.596 -1.582 -7.829
H 1.795 -0.571 -9.946
C -5.000 4.557 5.126
C -3.645 4.400 5.369
C -2.901 3.632 4.485
N -3.419 3.038 3.414
C -4.721 3.199 3.190
C -5.551 3.946 4.011
H -5.618 5.141 5.796
H -3.170 4.856 6.228
H -1.838 3.482 4.646
H -5.118 2.695 2.315
H -6.605 4.035 3.787
C -8.552 3.117 8.613
C -9.086 2.895 7.354
C -8.289 2.285 6.396
N -7.035 1.900 6.619
C -6.534 2.120 7.832
C -7.247 2.721 8.859
H -9.142 3.589 9.388
H -10.100 3.187 7.114
H -8.675 2.097 5.399
H -5.508 1.802 7.987
H -6.786 2.873 9.826
C 11.863 1.491 0.553
C 11.855 2.599 -0.279
C 10.651 3.001 -0.837
N 9.494 2.379 -0.617
C 9.518 1.318 0.187
C 10.668 0.833 0.793
H 12.783 1.147 1.008
H 12.764 3.145 -0.496
H 10.611 3.865 -1.492
H 8.564 0.829 0.352
H 10.620 -0.034 1.439
C -5.801 -4.727 4.251
C -5.900 -3.520 4.923
C -5.815 -2.345 4.190
N -5.641 -2.315 2.871
C -5.545 -3.481 2.236
C -5.620 -4.709 2.877
H -5.863 -5.665 4.787
H -6.041 -3.483 5.995
H -5.889 -1.381 4.683
H -5.398 -3.428 1.163
H -5.536 -5.626 2.308
C 8.706 -1.041 5.608
C 8.345 -1.103 4.272
C 9.238 -1.660 3.369
N 10.433 -2.141 3.713
C 10.766 -2.078 5.001
C 9.943 -1.543 5.982
H 8.033 -0.610 6.339
H 7.395 -0.718 3.931
H 8.978 -1.718 2.319
H 11.741 -2.474 5.260
H 10.270 -1.519 7.013

***

Record 2
19
Properties=species:S:1:pos:R:3 method="wB97M-V/def2-TZVPD" orbital_gap_ha=0.127 spin_multiplicity=1 total_charge=-2 e_above_lowest_kj_mol=37.67 energy_ev=-57583.711 e_homo_ev=-0.118
Cu -6.405 -20.658 17.026
O -2.995 -21.533 17.010
H -2.426 -21.135 17.698
O -6.518 -19.428 13.226
H -7.099 -18.643 13.227
O -7.868 -23.939 15.587
H -8.750 -24.289 15.355
C -9.757 -17.065 20.298
O -8.786 -17.339 19.571
N -10.785 -16.284 19.896
C -11.791 -16.033 20.793
C -10.754 -15.440 18.667
H -9.892 -17.577 21.263
H -11.777 -14.973 21.048
H -11.905 -16.577 21.730
H -12.805 -16.195 20.428
H -10.639 -14.359 18.743
H -9.872 -15.535 18.034
H -11.555 -15.808 18.026

***

Record 3
6
Properties=species:S:1:pos:R:3 method="wB97M-V/def2-TZVPD" orbital_gap_ha=0.289 spin_multiplicity=1 e_above_lowest_kj_mol=269.37 energy_ev=-23907.948 e_homo_ev=-8.808
C 0.782 -0.100 -0.153
F -1.449 -0.292 1.140
P -0.496 0.898 0.600
S 2.200 0.208 -0.768
H 0.138 -1.721 -0.185
H -1.176 1.007 -0.634

***

Record 4
54
Properties=species:S:1:pos:R:3 method="wB97M-V/def2-TZVPD" orbital_gap_ha=0.319 smiles="COc1ccc(CCN2CCC[C@@H](CN(C)C(=O)c3ccoc3)C2)cc1" spin_multiplicity=1 e_above_lowest_kj_mol=300.14 energy_ev=-31353.623 e_homo_ev=-7.931
C -3.190 -1.146 2.696
O -3.204 -1.766 1.429
C -2.005 -1.971 0.814
C -2.057 -2.346 -0.528
C -0.895 -2.478 -1.256
C 0.354 -2.282 -0.670
C 1.576 -2.349 -1.553
C 2.886 -1.803 -0.969
N 2.743 -0.627 -0.135
C 4.008 -0.170 0.400
C 3.758 0.795 1.556
C 2.893 1.962 1.094
C 1.617 1.419 0.455
C 0.708 2.568 0.010
N -0.555 2.124 -0.554
C -0.770 2.333 -1.964
C -1.481 1.631 0.302
O -1.276 1.574 1.506
C -2.779 1.179 -0.247
C -3.101 0.423 -1.411
C -4.443 0.216 -1.361
O -4.975 0.788 -0.269
C -3.970 1.351 0.407
C 1.993 0.478 -0.692
C 0.397 -2.008 0.688
C -0.765 -1.832 1.422
H -4.232 -0.927 2.928
H -2.785 -1.813 3.464
H -2.614 -0.215 2.672
H -3.022 -2.499 -0.985
H -0.955 -2.730 -2.307
H 1.346 -1.816 -2.481
H 1.757 -3.391 -1.833
H 3.581 -1.626 -1.813
H 3.337 -2.573 -0.334
H 4.568 -1.037 0.761
H 4.620 0.329 -0.375
H 4.711 1.154 1.947
H 3.239 0.259 2.352
H 2.649 2.607 1.939
H 3.443 2.558 0.360
H 1.071 0.830 1.196
H 0.487 3.181 0.891
H 1.220 3.185 -0.732
H -1.835 2.396 -2.180
H -0.305 3.273 -2.265
H -0.333 1.527 -2.561
H -2.425 0.051 -2.152
H -5.111 -0.303 -2.020
H -4.197 1.862 1.321
H 1.084 0.089 -1.148
H 2.571 1.028 -1.461
H 1.347 -1.888 1.179
H -0.687 -1.574 2.465